Record 1
Entry from the OMol25 dataset: an isolated molecule of C7H8BrClO3S (ωB97M-V with the def2-TZVPD basis set).

Geometry (Å):
C -1.03373 -0.36151 -2.57312
C -1.10541 -1.37808 -1.71166
C 0.02789 1.10898 -0.87750
C -0.38090 0.83530 -2.11753
C -0.51648 -1.37443 -0.29354
C 0.25678 -0.12517 0.10656
C 0.41128 1.55251 1.78155
O 2.93806 0.77236 0.21311
O 2.35635 -0.48674 -1.68626
O 0.19179 0.17078 1.41341
S 2.16296 -0.32312 -0.25141
Cl 2.71245 -2.03526 0.73304
Br -0.59641 2.28721 -3.30213
H -1.35614 -0.38296 -3.55784
H -1.74125 -2.19938 -2.02912
H 0.28847 2.16114 -0.58331
H -1.24317 -1.61901 0.49397
H 0.25000 -2.19041 -0.26023
H 1.38382 1.96200 1.44294
H 0.52675 1.65945 2.89429
H -0.28851 2.24004 1.46731

Calculated values
HOMO   -9.22 eV
SMILES   CO[C@]1(S(=O)(=O)Cl)C=C(Br)C=CC1
Lowest unoccupied orbital energy   -0.46 eV
Spin multiplicity   1

Record 2
Entry from the OMol25 dataset: a structure of composition C7H8BrI (ωB97M-V with the def2-TZVPD basis set).

Geometry (Å):
C 0.73140 0.99297 -1.32234
C -0.09381 0.19113 -2.02823
C 0.93121 1.00073 0.10341
C -0.99216 -0.75309 -1.39802
C 0.82179 -0.21305 0.73721
C -1.96511 -0.47484 -0.49601
C 0.97535 -0.40725 2.18522
Br -3.24061 -1.86654 0.27814
I -2.25160 1.41706 0.41306
H 1.32515 1.67321 -1.91516
H -0.19005 0.46579 -3.10640
H 1.31783 1.90681 0.53013
H -0.73790 -1.74504 -1.76410
H 0.31390 -0.99001 0.10032
H 1.01818 -1.47274 2.46326
H 0.20566 0.14820 2.61845
H 1.83074 0.12664 2.60106

Calculated values
HOMO   -8.37 eV
Lowest unoccupied orbital energy   -0.08 eV
Spin multiplicity   1

The ΔE to the lowest compared entry with this formula, charge and spin results, record by record, are as follows: 0.00; 55.92 kcal/mol.
The orbital gap results, record by record, are as follows: 8.8; 8.3 eV.